# 1
93
Properties=species:S:1:pos:R:3 method="wB97M-V/def2-TZVPD" spin_multiplicity=1 de_lowest_kj_mol=383.79 fmax_ha_per_bohr=0.070 homo_lumo_gap_ha=0.251 smiles="[H]/N=C/CC1=C(P(N)O)C(=O)c2c(C[C@H](C)OCc3ccccc3)c(N)c(P(C)C)c(OCC)c2C1=O.CO.CO.CO.CO"
H -0.017 5.664 -0.546
N 3.795 3.374 2.408
H 2.839 3.183 -2.506
C 1.167 -2.600 2.453
H 3.894 0.236 -3.427
H 0.836 -7.666 2.230
H -0.259 -0.478 5.792
O -4.434 4.520 -3.405
H 3.216 -4.304 3.938
C -3.979 -1.866 -1.745
H -2.573 3.270 0.219
H -4.315 4.164 -4.293
C 0.777 -0.878 5.608
H 5.354 6.311 0.958
C 0.179 -4.271 0.835
O 1.726 -2.231 3.679
O -2.119 2.176 -4.186
C -3.597 -0.479 -1.146
C 0.785 -4.003 2.145
C 1.368 -0.077 1.732
H 2.078 5.218 1.305
C -0.675 -3.527 -1.602
H 1.525 4.838 -0.872
C 1.659 -6.948 2.444
H 2.211 -4.555 5.470
H 0.570 -3.018 5.244
H 1.379 -0.029 5.204
C 1.448 0.376 -0.733
O 4.338 5.145 -0.423
H 5.136 7.019 -0.660
H -2.433 -2.962 -0.394
H -0.331 -2.033 4.028
H -3.314 2.980 -2.164
P 1.050 -5.403 3.371
H -1.237 -5.745 0.620
C 0.974 -1.564 1.442
H -0.384 1.961 -5.290
H -1.890 1.414 -3.638
H -4.467 -2.523 -0.969
H 4.105 1.178 0.246
H 3.090 -5.935 4.725
C -2.257 -3.412 -1.415
C 3.473 2.180 2.062
C -2.809 1.059 0.715
C 0.777 5.061 -0.109
C 0.617 -2.085 4.617
C 0.296 -0.679 -0.882
C -0.028 -3.237 -0.201
O -2.851 -2.525 -2.362
C -3.290 2.049 -1.524
C -3.652 0.715 -1.993
H 3.745 -0.265 -1.889
P 2.030 1.119 -2.373
H 3.751 6.926 0.455
H -4.771 6.414 -4.164
C -3.179 -0.269 0.240
H 2.547 -7.412 2.944
N 3.713 0.579 -2.478
H -5.411 6.097 -2.535
H -6.226 5.395 -3.952
H 1.247 -1.179 6.581
N -0.233 -5.632 0.491
H 2.039 -6.561 1.454
O 1.953 2.806 -2.326
H 0.352 4.130 0.278
C 3.166 1.692 0.610
H -3.991 0.648 -3.055
C 2.527 -4.988 4.493
H -1.812 1.083 -5.915
H -3.958 -4.867 -1.834
C 1.983 0.678 0.498
H -0.328 -2.801 -2.381
H -3.038 -5.150 -0.309
H -4.763 -1.704 -2.536
H 3.915 4.625 0.268
H -3.122 -1.120 0.957
H -0.388 -4.546 -1.970
H 3.060 2.599 -0.045
C 4.662 6.425 0.120
C -5.258 5.672 -3.525
C -2.835 2.253 -0.136
H 3.372 1.425 2.893
O 1.173 0.436 2.805
H -2.260 -5.636 -1.852
H -1.708 2.852 -6.077
O -0.572 -0.582 -1.707
H 3.897 3.349 3.433
H -2.470 1.215 1.769
O 1.383 5.784 0.947
H 0.059 -5.804 -0.469
C 0.398 -1.884 0.114
C -1.466 2.003 -5.437
C -2.933 -4.859 -1.390

# 2
87
Properties=species:S:1:pos:R:3 method="wB97M-V/def2-TZVPD" spin_multiplicity=5 fmax_ha_per_bohr=0.106 homo_lumo_gap_ha="0.066 / 0.210" total_charge=-2 s_squared=6.0140
H 1.808 -5.355 0.177
H 1.988 0.261 1.369
H 2.467 -2.403 2.510
H 3.861 1.869 -1.324
C -2.313 4.823 0.198
H -2.170 -0.143 4.546
H -2.970 2.855 -1.543
H -4.075 -1.854 2.144
C 1.666 -0.760 -5.951
B -1.348 0.740 4.370
H 0.924 -1.313 -6.536
H 1.620 -5.512 1.964
C 0.947 1.300 -2.885
C -1.000 -3.159 0.110
C 2.004 4.509 0.414
H 4.709 3.488 0.442
H 2.295 1.392 2.705
H -2.071 2.646 1.956
H -1.893 -0.576 -0.481
H 4.142 3.364 2.144
C 0.337 -0.995 -2.355
N -0.085 3.777 0.249
C 1.823 -2.607 0.101
H 2.859 -2.330 0.395
H -1.505 3.567 -2.243
C -1.607 3.513 -0.035
C -3.299 -2.163 0.109
C 0.516 0.342 -1.969
H 0.848 -1.747 2.307
N 2.020 3.134 0.579
C -2.374 -4.566 0.987
H -5.275 -2.095 -0.727
H -1.501 1.913 -1.562
H 0.006 -1.693 -1.565
C -1.881 2.945 -1.428
H -1.998 5.580 -0.522
C -4.540 -2.843 -0.411
H -4.983 -3.481 0.367
H 1.144 -3.221 3.339
H 1.875 0.190 -6.456
C 1.170 -0.429 -4.570
H -0.747 -5.829 1.839
C 0.737 2.727 0.474
H -2.436 -1.586 -1.857
C -3.559 -1.299 1.343
H -2.133 5.167 1.219
H 4.342 0.557 -0.230
H -1.898 1.825 4.458
H -1.843 1.429 0.678
H 2.722 0.584 -0.848
H 3.054 -4.699 1.260
H -3.331 -5.084 1.078
Pt 0.298 0.984 -0.039
N -2.265 -3.285 0.374
C 1.412 -2.700 2.404
C 3.152 2.052 0.764
C -2.751 -1.157 -0.899
H 1.058 2.338 -2.574
C -1.102 -4.947 1.328
C 1.247 -3.553 1.148
H 1.658 1.642 -4.888
C 1.980 -4.867 1.149
H 0.462 -2.399 -4.030
C 1.283 0.911 -4.179
C -2.198 2.456 0.889
C 3.519 1.247 -0.487
H 1.900 -3.008 -0.921
N -0.241 -3.908 0.862
H 2.925 5.056 0.448
H -0.484 0.675 5.222
H 5.162 2.096 1.436
H -4.264 -3.450 -1.287
H 1.272 -1.637 0.080
H -3.276 2.352 0.679
C 4.364 2.814 1.229
H -4.214 -0.452 1.077
H -3.533 -0.400 -1.128
H -2.625 -0.843 1.727
H 2.602 -1.337 -5.948
H 0.300 5.850 -0.043
C 2.717 0.994 1.778
C -0.704 0.607 2.989
H -3.390 4.665 0.088
N -0.266 0.551 1.881
H 3.590 0.372 2.032
C 0.632 -1.370 -3.684
C 0.729 4.897 0.190

# 3
88
Properties=species:S:1:pos:R:3 method="wB97M-V/def2-TZVPD" spin_multiplicity=1 de_lowest_kj_mol=688.15 fmax_ha_per_bohr=0.124 homo_lumo_gap_ha="0.232 / 0.095" total_charge=+2
C 3.745 4.340 -0.703
C -1.858 -3.211 -3.676
H -3.862 0.283 -4.574
C 5.551 -2.395 1.622
H -1.756 -4.300 -3.766
C 1.049 -1.156 -3.440
C 0.017 4.199 -3.870
H -2.607 -3.021 3.970
H -4.941 2.364 4.005
H 0.874 0.929 1.269
H 2.149 3.951 0.721
H 3.763 5.432 -0.784
H 3.251 0.336 1.658
C 0.489 -1.148 0.765
C -0.405 4.417 -0.008
C -2.850 0.045 -4.225
H 1.532 3.053 -2.828
H 0.135 3.524 -4.729
H -0.102 2.787 -2.202
N -4.937 0.348 3.227
H 0.540 5.134 -4.103
H -6.883 0.570 2.365
H -6.759 -0.771 3.532
Br -4.311 0.030 0.000
H 10.103 -1.678 1.240
C 0.723 -2.449 0.580
H -2.206 0.886 -4.502
H -1.296 4.086 -0.560
H 0.672 0.212 -1.802
C -5.531 -2.631 2.677
H -2.984 0.804 -2.199
H -0.395 -3.128 -2.052
H 4.100 3.925 -1.652
H -1.262 -2.760 -4.478
H 6.503 -4.552 2.971
C 2.075 -2.756 0.809
H -6.159 -2.678 3.579
C 6.913 -2.731 1.849
H -5.448 -3.687 2.359
H -3.735 -0.771 -2.389
H 4.462 4.045 0.073
H -0.052 3.565 0.590
H 0.020 -3.204 0.282
C 7.952 -1.920 1.360
H -5.996 -2.096 1.841
H -2.361 -2.731 2.209
C 7.267 -3.885 2.568
C -3.098 -3.004 2.991
H 2.399 -3.782 0.681
H -0.081 5.626 1.787
H -5.046 2.254 2.225
C 2.984 -1.762 1.196
S -2.368 -0.245 3.534
C -4.578 1.808 3.120
H 0.577 -1.552 -4.348
H -2.912 -2.971 -3.851
Ba -1.791 -0.551 0.653
C 2.336 3.834 -0.357
H 1.392 -2.006 -2.835
H -2.082 -3.209 -1.521
N 9.603 -3.394 2.296
N -4.236 -2.019 2.998
H 8.922 -5.064 3.321
H -3.502 1.969 3.039
H 1.942 -0.598 -3.750
C -1.409 -2.766 -2.285
C 0.582 3.556 -2.594
C 1.214 -0.082 1.142
H -1.050 4.428 -3.775
P -1.374 -0.990 -2.062
C -0.753 5.594 0.921
C 2.555 -0.439 1.361
H -1.778 5.495 1.300
C 4.336 -2.096 1.421
H -0.225 0.616 -3.257
C 9.283 -2.295 1.611
H -3.420 -4.040 2.767
H -2.513 -0.843 -4.767
P 0.967 4.773 -1.224
C 0.119 -0.233 -2.655
H -6.814 0.856 4.126
H 2.237 2.762 -0.590
C -2.862 -0.171 -2.723
C 8.629 -4.173 2.765
C -6.412 0.237 3.307
C -4.018 -0.672 3.252
H 7.737 -1.012 0.795
H -0.683 6.555 0.403